The following is a quantum chemistry calculation of a structure of composition C39H54AsFeGe2NO4SSe2, from the Open Molecules 2025 dataset.

Atoms and positions in Å:
Fe 0.379 -1.092 -0.506
C -0.596 0.511 -5.142
C -0.616 -0.574 -4.072
Ge 0.940 -0.608 -2.850
C 2.176 -1.990 -3.486
C 2.420 -1.867 -4.988
C 1.812 1.140 -3.229
C 1.807 2.066 -2.258
Ge 1.348 1.220 -0.500
C 3.079 1.023 0.478
C 4.016 2.182 0.785
C 0.188 2.506 0.517
C -0.308 3.751 -0.217
C 2.180 3.480 -2.561
C 2.578 4.379 -1.575
C 2.917 5.691 -1.871
C 2.848 6.156 -3.176
C 2.416 5.289 -4.172
C 2.081 3.981 -3.864
H -1.430 0.404 -5.844
H 0.320 0.492 -5.734
H -0.664 1.510 -4.705
H -0.666 -1.576 -4.509
H -1.519 -0.501 -3.467
H 1.756 -2.965 -3.231
H 3.109 -1.899 -2.925
H 1.497 -2.004 -5.551
H 3.126 -2.624 -5.343
H 2.831 -0.893 -5.261
H 2.191 1.405 -4.216
H 3.611 0.270 -0.112
H 2.825 0.504 1.406
H 4.408 2.648 -0.118
H 4.879 1.843 1.366
H 3.534 2.967 1.375
H 0.691 2.773 1.447
H -0.682 1.923 0.823
H 0.432 4.550 -0.230
H -1.213 4.157 0.244
H -0.547 3.534 -1.259
H 2.609 4.048 -0.549
H 3.228 6.354 -1.073
H 3.104 7.182 -3.411
H 2.323 5.638 -5.194
H 1.712 3.330 -4.646
S 2.450 -2.378 0.167
C 1.285 -3.412 0.909
C 1.535 -4.723 1.349
C 0.510 -5.479 1.855
C -0.778 -4.949 1.924
C -0.949 -3.656 1.486
N 0.042 -2.903 1.023
H 2.530 -5.129 1.231
H 0.697 -6.499 2.168
H -1.621 -5.533 2.260
H -1.929 -3.195 1.488
C -2.354 1.243 -1.576
As -2.207 -0.204 -0.248
C -3.237 0.688 1.168
C -3.561 -1.482 -0.895
C -4.911 -0.919 -1.175
C -5.876 -0.795 -0.176
C -7.127 -0.264 -0.445
C -7.448 0.154 -1.729
C -6.505 0.022 -2.738
C -5.254 -0.508 -2.464
H -2.633 2.168 -1.070
H -3.107 1.019 -2.330
H -1.386 1.373 -2.064
H -4.147 1.135 0.761
H -2.616 1.463 1.617
H -3.494 -0.033 1.946
H -3.594 -2.284 -0.154
H -3.109 -1.932 -1.782
H -5.634 -1.127 0.827
H -7.857 -0.180 0.352
H -8.425 0.570 -1.942
H -6.743 0.328 -3.750
H -4.530 -0.634 -3.259
O 0.348 -4.781 -1.719
Se -0.983 -3.932 -2.139
O -2.297 -4.291 -1.221
O -0.662 -2.289 -1.779
O -1.298 -3.941 -3.744
C 2.800 -0.812 8.353
C 2.194 -0.714 6.980
C 1.584 -1.815 6.394
C 0.987 -1.750 5.141
C 0.344 -2.960 4.538
C 1.015 -0.529 4.453
Se 0.178 -0.359 2.767
C 1.664 0.592 5.006
C 1.753 1.894 4.266
C 2.225 0.478 6.272
H 2.970 -1.852 8.632
H 2.147 -0.371 9.109
H 3.756 -0.290 8.404
H 1.575 -2.763 6.921
H 0.473 -3.833 5.179
H 0.756 -3.199 3.557
H -0.726 -2.794 4.385
H 2.030 1.733 3.227
H 2.495 2.547 4.730
H 0.799 2.423 4.255
H 2.723 1.343 6.698

Values from the calculation:
Frontier orbital gap (alpha / beta), Ha: 0.206 / 0.157
HOMO level (alpha / beta), eV: -1.84 / -1.72
E, a.u.: -14728.532841
Molar mass, g mol⁻¹: 1066.84
Largest force on an atom, eV Å⁻¹: 1.2
Spin multiplicity: 5
Charge: -2
Relative energy (zero: lowest compared OMol25 entry of this formula, charge and spin), kcal/mol: 105.6

The following is a quantum chemistry calculation of the molecule C4H8N2S, from the Open Molecules 2025 dataset.

Atoms and positions in Å:
C -1.234 1.122 0.684
C -1.074 -0.372 0.540
C 0.232 -0.975 1.034
N -0.097 -0.892 -0.382
C 0.565 -0.111 -1.313
N 1.901 -0.123 -1.204
S -0.229 0.842 -2.447
H -0.259 1.669 0.780
H -1.744 1.530 -0.182
H -1.856 1.400 1.569
H -1.974 -0.955 0.751
H 0.194 -1.991 1.450
H 0.964 -0.352 1.540
H 2.317 0.121 -2.052
H 2.295 -0.913 -0.769

Values from the calculation:
Frontier orbital gap, Ha: 0.336
HOMO level, eV: -8.28
E, a.u.: -664.876980
Molar mass, g mol⁻¹: 116.19
Largest force on an atom, eV Å⁻¹: 1.8
Spin multiplicity: 1
Relative energy (zero: lowest compared OMol25 entry of this formula, charge and spin), kcal/mol: 35.0